[1]
An isolated ion of composition C6H15N2 and charge +1 in a non-equilibrium geometry, computed with ωB97M-V/def2-TZVPD.

```
23
C6H15N2 (ωB97M-V/def2-TZVPD)
N 0.9238 -1.5729 0.2952
N -2.2002 0.8016 2.0605
C 0.0376 0.4021 -0.9909
C -1.6875 0.3663 0.8792
C 0.1298 1.9912 1.0007
C 1.4416 -1.4057 -2.1141
C -0.4883 0.7652 0.3834
C 0.3962 -1.1164 -1.0920
H 2.3678 -0.8381 -1.8714
H 0.7794 -2.5730 0.4109
H -0.7747 0.6841 -1.6824
H -0.5558 2.8401 1.0295
H -2.3666 -0.3283 0.4008
H 0.3553 1.8356 2.0698
H 0.3704 -1.0808 1.0252
H 0.8067 1.1338 -1.2346
H 1.0267 2.4058 0.5455
H 1.8747 -1.2422 0.4553
H -3.0081 0.4012 2.4989
H -0.5201 -1.6729 -1.2630
H 1.0744 -1.0217 -3.0715
H 1.8563 -2.4094 -2.2298
H -1.8395 1.6342 2.4948
```

Computed properties:
Net charge ... +1
ΔE to the lowest compared entry with this formula, charge and spin ... 30.4 kcal per mole
LUMO ... -3.12 eV
HOMO level ... -11.6 eV
SMILES ... C/C(=C\N)C[C@@H](C)[NH3+]

Löwdin population analysis, charges in e, atoms 1 to 4:
1 N 0.21
2 N 0.09
3 C -0.12
4 C -0.17

[2]
A 2-piece molecular cluster, C6H15N2 overall in a non-equilibrium geometry, computed with ωB97M-V/def2-TZVPD.

```
23
C6H15N2 (ωB97M-V/def2-TZVPD)
N -1.5682 0.2448 -1.3329
N 0.1243 -0.0503 0.8581
C 0.6543 0.0341 -0.5254
C 1.0280 -1.4055 -0.9223
C 1.4226 -2.0594 0.4716
C -0.2252 0.9175 -1.3732
C 1.0469 -0.8655 1.4674
C -2.6715 1.1671 -1.6412
H 2.4564 -2.3369 0.6392
H -2.8695 1.8172 -0.7884
H 0.1166 1.1863 -2.3671
H 1.6282 0.5448 -0.4159
H 0.5002 2.1883 4.6622
H 0.7683 2.7880 4.9861
H -2.6520 1.6574 -2.6066
H -0.3802 1.8717 -0.8377
H -1.6192 -0.1976 -0.4150
H 0.2328 -1.9602 -1.4144
H 1.9360 -1.4692 -1.5190
H 0.7450 -2.8887 0.6591
H 2.0437 -0.3907 1.6007
H -3.5402 0.4957 -1.6332
H 0.8226 -1.2888 2.4479
```

Computed properties:
Net charge ... +1
ΔE to the lowest compared entry with this formula, charge and spin ... 160.8 kcal per mole
LUMO ... -8.32 eV
HOMO level ... -13.1 eV

Löwdin population analysis, charges in e, atoms 1 to 4:
1 N -0.07
2 N 0.30
3 C -0.31
4 C -0.09

[3]
A 2-piece molecular cluster, C6H15N2 overall in a non-equilibrium geometry, computed with ωB97M-V/def2-TZVPD.

```
23
C6H15N2 (ωB97M-V/def2-TZVPD)
N -3.1105 -1.4766 -0.6047
N -0.1196 -1.6951 -2.2161
C -0.1516 1.0249 -1.4367
C 1.0849 1.5297 1.3344
C 0.2628 -1.3773 -0.9181
C 2.1409 1.2300 2.3929
C 0.2063 -0.0706 -0.4536
C 0.3752 0.2829 0.8978
H 2.5161 2.1830 2.7424
H 3.0259 0.6728 2.0479
H 0.6347 -2.1444 -0.2450
H 0.3444 -2.5966 -2.3659
H -3.4407 -0.5202 -0.6230
H -1.0001 0.9287 -2.1178
H -2.2654 -1.4484 -0.0464
H 0.6064 -0.6049 1.5007
H -1.0858 -2.0093 -2.3379
H -0.2712 1.8820 -0.7593
H 0.3257 2.1768 1.8140
H 1.3812 2.0155 0.4181
H -3.7668 -2.0839 -0.1340
H 1.6970 0.6936 3.2278
H 0.6100 1.4075 -2.1172
```

Computed properties:
Net charge ... +1
ΔE to the lowest compared entry with this formula, charge and spin ... 78.1 kcal per mole
LUMO ... -6.42 eV
HOMO level ... -13.8 eV

Löwdin population analysis, charges in e, atoms 1 to 4:
1 N 0.03
2 N 0.13
3 C -0.03
4 C -0.21

[4]
A 2-piece molecular cluster, C6H15N2 overall in a non-equilibrium geometry, computed with ωB97M-V/def2-TZVPD.

```
23
C6H15N2 (ωB97M-V/def2-TZVPD)
N -1.5439 1.4606 -0.7830
N 1.0394 -3.0724 0.5656
C -0.7181 2.0985 1.4354
C -0.3931 -1.8771 -0.9932
C 0.4305 -2.9165 -0.6142
C 0.5105 2.7727 -0.6406
C 2.0038 -2.4499 1.0879
C -0.8595 2.5824 0.0085
H -1.6709 1.8449 1.9051
H 1.0833 1.8527 -0.4917
H 2.3818 -2.7419 2.0630
H -0.6947 -1.8098 -2.0312
H 2.4842 -1.6334 0.5607
H -2.4773 1.2045 -0.4551
H 0.4226 2.9180 -1.7185
H -0.2107 2.8155 2.0763
H -1.4690 3.4789 -0.0858
H 1.0217 3.6111 -0.1791
H -0.0944 1.1964 1.4750
H 0.6140 -3.7427 -1.2975
H -0.9352 0.6391 -0.7599
H -1.5938 1.7967 -1.7482
H -0.9186 -1.3161 -0.2308
```

Computed properties:
Net charge ... +2
ΔE to the lowest compared entry with this formula, charge and spin ... 53.6 kcal per mole
LUMO (spin up / spin down) ... -8.13 / -11.39 eV
HOMO level (spin up / spin down) ... -19.2 / -19.8 eV
Multiplicity ... 2

Löwdin population analysis, charges in e, atoms 1 to 4:
1 N 0.21
2 N 0.15
3 C -0.04
4 C 0.19

[5]
An isolated ion of composition C6H15N2O and charge +1 in a non-equilibrium geometry, computed with ωB97M-V/def2-TZVPD.

```
24
C6H15N2O (ωB97M-V/def2-TZVPD)
O 1.5391 -1.2062 1.0258
N -1.4211 -0.1907 0.1379
N -0.5584 1.8263 0.0842
C -2.8461 0.2315 0.1718
C 1.6272 -0.3896 -1.2917
C 1.4379 -0.1133 0.2048
C -0.3328 0.5294 0.2369
C 2.2627 1.0664 0.6842
C -1.2691 -1.6389 0.4049
H 2.5587 -0.8592 -1.3187
H 0.9287 -1.1133 -1.6389
H 1.7978 1.6826 1.4808
H -3.3249 0.2346 -0.9150
H 1.8226 0.5550 -1.9072
H -0.8130 -1.8781 1.3527
H 2.4827 1.6422 -0.1070
H -2.2464 -2.2079 0.1913
H 3.1568 0.8812 1.3165
H 1.1116 -2.0426 0.7106
H 0.0784 2.5198 0.5086
H -2.8152 1.2324 0.5141
H -0.7034 -2.1848 -0.2556
H -3.2343 -0.3940 0.9916
H -1.3558 2.3025 -0.2730
```

Computed properties:
Net charge ... +1
ΔE to the lowest compared entry with this formula, charge and spin ... 45.5 kcal per mole
LUMO ... -2.99 eV
HOMO level ... -14.1 eV
SMILES ... CN(C)C(=[NH2+])C(C)(C)O

Löwdin population analysis, charges in e, atoms 1 to 4:
1 O 0.02
2 N -0.13
3 N 0.17
4 C 0.01

[6]
C6H15N2O as an isolated structure in a non-equilibrium geometry, computed with ωB97M-V/def2-TZVPD.

```
24
C6H15N2O (ωB97M-V/def2-TZVPD)
O 1.4839 0.1344 -2.0371
N 0.6814 -0.7733 0.2772
N -0.1460 1.9029 -2.1096
C -0.9059 1.1922 0.7172
C -0.4220 0.0976 -0.1572
C 0.2980 -2.0170 1.0035
C 0.5212 0.8219 -1.8111
C -1.6185 -0.7049 -0.5992
C 1.6327 0.0616 1.0227
H -0.3771 -2.4925 0.4333
H -0.5764 2.4161 -1.3686
H -0.3367 2.1726 0.7463
H 2.3599 0.5884 0.4993
H 2.3312 -0.4457 1.6974
H -0.8983 0.7872 1.7018
H -1.8540 -1.6063 -0.0799
H -0.0064 -1.7505 2.1395
H 1.1538 -2.5214 1.0171
H -1.9696 1.3410 0.7605
H 1.1263 0.6832 1.7287
H -2.5238 -0.1391 -0.5713
H 0.2811 2.4105 -2.8761
H 1.3038 -1.0364 -0.4542
H -1.5387 -1.1226 -1.6802
```

Computed properties:
Net charge ... +1
ΔE to the lowest compared entry with this formula, charge and spin ... 60.7 kcal per mole
LUMO ... -2.72 eV
HOMO level ... -13.0 eV

Löwdin population analysis, charges in e, atoms 1 to 4:
1 O 0.10
2 N -0.14
3 N 0.21
4 C -0.07

[7]
A 2-piece molecular cluster, C6H15N3 overall, computed with ωB97M-V/def2-TZVPD.

```
24
C6H15N3 (ωB97M-V/def2-TZVPD)
N 0.2265 1.8087 0.2577
N 0.8224 -2.1674 0.6250
N -0.1491 -1.3996 -1.2702
C 2.3219 -1.2028 -1.0074
C 0.9138 -1.5922 -0.6113
C -1.0575 1.3151 0.4398
C -2.8113 -0.0261 1.5938
C -1.4028 0.3984 1.3396
C 0.5838 2.3350 -1.0381
H -3.4914 0.4603 0.8965
H -0.0813 -2.5528 0.8454
H -1.8059 1.7950 -0.1752
H 2.3187 -0.6143 -1.9179
H -2.9080 -1.1089 1.4745
H 0.9358 1.2149 0.6636
H -0.1829 3.0404 -1.3606
H 0.6823 1.5598 -1.8113
H 1.5317 2.8660 -0.9566
H 2.9150 -2.0993 -1.1767
H 1.6241 -2.6465 0.9954
H -0.6395 -0.0732 1.9484
H -3.1166 0.2223 2.6098
H 2.7940 -0.6258 -0.2166
H -0.0237 -0.9070 -2.1478
```

Computed properties:
ΔE to the lowest compared entry with this formula, charge and spin ... 21.5 kcal per mole
LUMO ... 0.87 eV
HOMO level ... -7.3 eV
SMILES ... [H]/N=C(\C)N.C/C=C/NC

Löwdin population analysis, charges in e, atoms 1 to 4:
1 N -0.10
2 N 0.11
3 N 0.12
4 C -0.04

[8]
A 3-piece molecular cluster, C6H15N3 overall in a non-equilibrium geometry, computed with ωB97M-V/def2-TZVPD.

```
24
C6H15N3 (ωB97M-V/def2-TZVPD)
N -0.3090 -1.4703 -1.2388
N 1.8717 1.7799 -0.7112
N 0.1908 0.0385 0.5774
C -2.8902 1.0650 -0.1647
C 3.1543 -0.1989 -0.2327
C -0.3772 -0.2674 -0.5904
C 0.4206 -1.0353 1.5400
C 2.0195 0.5013 -0.2348
C -2.2035 -0.0619 0.5453
H 4.1226 0.2514 -0.4564
H 3.1895 -1.2448 0.0424
H -2.0970 0.0865 1.6145
H 0.4363 -0.6115 2.5440
H 0.0304 -2.2720 -0.7302
H -3.8742 1.2852 0.2666
H -3.0402 0.8379 -1.2220
H -0.5492 0.5676 -1.2645
H 1.3701 -1.5355 1.3426
H 2.7100 2.3384 -0.8432
H -2.5741 -1.0602 0.3319
H -2.2917 1.9784 -0.0883
H -0.0716 -1.4534 -2.2179
H -0.3404 -1.8204 1.5082
H 1.1027 2.3017 -0.3179
```

Computed properties:
ΔE to the lowest compared entry with this formula, charge and spin ... 133.1 kcal per mole
LUMO ... 0.91 eV
HOMO level ... -6.7 eV

Löwdin population analysis, charges in e, atoms 1 to 4:
1 N 0.11
2 N 0.04
3 N -0.06
4 C -0.19

[9]
C6H15N3 as an isolated structure in a non-equilibrium geometry, computed with ωB97M-V/def2-TZVPD.

```
24
C6H15N3 (ωB97M-V/def2-TZVPD)
N -0.5946 -1.2533 -1.2188
N -2.9874 0.4988 -0.1264
N 1.9453 -0.9127 -1.6979
C 2.5178 0.9615 -0.2413
C 0.0636 -0.8193 1.7345
C -0.3208 0.2770 0.7450
C -2.0587 0.4949 0.9560
C 1.5869 -0.0958 -0.7382
C -0.1893 0.0142 -0.7213
H 1.1194 -0.7504 1.9989
H 3.1930 0.5024 0.4870
H 2.8190 -0.6464 -2.1642
H -1.3782 -1.1351 -1.8556
H -2.1424 1.4520 1.4786
H -2.4011 -0.2428 1.6857
H 3.1414 1.3409 -1.0613
H 0.0525 1.2584 1.0413
H -0.4163 0.8706 -1.3634
H 1.9834 1.7898 0.2242
H -0.1319 -1.8170 1.3319
H 0.5240 -1.6089 -1.8039
H -0.5091 -0.7287 2.6635
H -3.2080 -0.4488 -0.4208
H -2.6083 0.9986 -0.9336
```

Computed properties:
ΔE to the lowest compared entry with this formula, charge and spin ... 80.1 kcal per mole
LUMO ... 0.61 eV
HOMO level ... -8.2 eV

Löwdin population analysis, charges in e, atoms 1 to 4:
1 N -0.03
2 N -0.02
3 N 0.07
4 C -0.05

[10]
One molecule with the formula C6H15N3O4 in a non-equilibrium geometry, computed with ωB97M-V/def2-TZVPD.

```
28
C6H15N3O4 (ωB97M-V/def2-TZVPD)
O 4.0856 -1.4874 -0.3083
O 2.3356 -0.0531 1.0008
O 4.7517 -1.2686 1.0364
O 1.2726 2.1590 -0.4104
N 1.5784 0.8254 -0.9341
N 3.5962 -0.4473 -0.8860
N 2.4575 0.1164 -0.1904
C -2.2831 -2.7061 0.0085
C -2.4502 -1.1914 -0.1670
C 0.3648 2.2186 0.6547
C -1.3676 0.9990 -0.6553
C -1.1090 2.2309 0.2321
C -1.2211 -0.3402 0.0944
H -3.2910 -3.0974 -0.1074
H -0.6967 1.2803 -1.4940
H -0.8543 -0.3179 1.1064
H -3.2321 -0.8639 0.6111
H -1.9192 -3.0474 0.8657
H -1.3460 3.1667 -0.4392
H 0.8224 3.1073 1.1303
H -1.5501 -3.0134 -0.8846
H -2.3690 1.0883 -0.8933
H 0.5748 1.3389 1.3051
H -2.7500 -1.1227 -1.1976
H 2.0337 1.0937 -1.7918
H -0.2831 -0.8647 -0.4683
H 4.6755 -2.0116 1.6592
H -1.8261 2.2083 1.1231
```

Computed properties:
LUMO (spin up / spin down) ... 0.48 / -2.40 eV
HOMO level (spin up / spin down) ... -7.4 / -9.8 eV
Multiplicity ... 3

Löwdin population analysis, charges in e, atoms 1 to 4:
1 O -0.08
2 O 0.04
3 O -0.01
4 O -0.12

[11]
A 2-piece molecular cluster, C6H15N4 overall in a non-equilibrium geometry, computed with ωB97M-V/def2-TZVPD.

```
25
C6H15N4 (ωB97M-V/def2-TZVPD)
N -0.2270 -1.0011 2.6450
N 0.4276 1.8090 -0.2992
N 0.4149 1.0972 2.0850
N 0.2117 0.0706 2.4577
C -0.1161 3.1071 -0.6242
C -0.0114 -0.5667 -1.0009
C -1.0229 -1.7210 -1.3526
C -0.4138 0.6609 -0.7222
C 0.0239 -1.8090 3.7285
C 1.4147 -0.9858 -1.0103
H -1.2731 -2.2397 -0.3536
H -0.3218 -2.8384 3.4177
H -1.9438 -1.4758 -1.7222
H -1.2321 3.0781 -0.6415
H 1.4707 1.5986 -0.5608
H -1.4497 1.0316 -0.5717
H 1.6613 -1.2956 0.0487
H 0.5920 1.6973 0.7517
H 1.0373 -1.7940 4.0018
H -0.6173 -2.4212 -2.1342
H 2.0299 -0.0480 -1.1964
H 0.3214 3.4214 -1.5942
H -0.4429 -1.4420 4.6901
H 0.1782 3.8575 0.1332
H 1.6749 -1.8585 -1.7122
```

Computed properties:
Net charge ... +1
ΔE to the lowest compared entry with this formula, charge and spin ... 90.8 kcal per mole
LUMO ... -2.89 eV
HOMO level ... -13.5 eV

Löwdin population analysis, charges in e, atoms 1 to 4:
1 N 0.03
2 N -0.08
3 N 0.21
4 N -0.14

[12]
An isolated ion of composition C6H15N4 and charge +1 in a non-equilibrium geometry, computed with ωB97M-V/def2-TZVPD.

```
25
C6H15N4 (ωB97M-V/def2-TZVPD)
N -2.2032 0.6145 -0.3673
N -2.8765 -1.6096 -0.2366
N 0.5824 0.5051 -0.4107
N 1.6455 -1.3289 0.5159
C -2.3310 -0.5216 0.2882
C 0.3527 -0.8961 -0.2256
C 1.9999 0.7144 -0.6716
C -0.0301 1.3403 0.6008
C -1.4667 1.7352 0.1790
C 2.7415 -0.5076 -0.0668
H 0.4332 -1.3868 -1.2096
H -0.0841 0.8361 1.5768
H 3.2433 -1.0827 -0.8434
H -1.4295 2.5081 -0.5866
H -2.1420 -0.5131 1.3512
H 2.1633 0.7514 -1.7515
H -1.9984 2.1281 1.0495
H -2.9587 -2.4558 0.3011
H 1.5314 -1.1009 1.5056
H -2.2916 0.5872 -1.3748
H 3.4672 -0.2199 0.6919
H 0.5354 2.2648 0.7180
H 1.8026 -2.3334 0.4335
H 2.3505 1.6512 -0.2380
H -3.0371 -1.6800 -1.2288
```

Computed properties:
Net charge ... +1
ΔE to the lowest compared entry with this formula, charge and spin ... 39.4 kcal per mole
LUMO ... -2.52 eV
HOMO level ... -10.7 eV

Löwdin population analysis, charges in e, atoms 1 to 4:
1 N 0.04
2 N 0.17
3 N -0.22
4 N 0.02